Formula: C21H28ClN2O3
Source: OMol25
Level of theory: wB97M-V/def2-TZVPD

Values from the calculation:
E_HOMO, Eh: -0.402
Strongest force on any atom, eV Å⁻¹: 17.5
Molecular weight, g/mol: 391.919
Energy relative to the best compared isomer or geometry (same formula, charge and spin), eV: 22.9792
Net charge: +1

Each line ends with the natural charge from an NBO analysis.
Atoms and positions in Å:
C: 0.2144 -3.8325 1.5669  -0.266
H: 1.0770 -4.4925 1.9076  0.226
H: -0.0802 -3.0938 2.2395  0.195
H: -0.5807 -4.4759 1.0293  0.209
O: 0.8540 -3.2643 0.3347  -0.517
C: 0.0645 -2.3177 -0.2407  0.359
C: -1.3282 -2.1307 0.0420  -0.347
C: -1.9941 -1.1821 -1.1240  -0.024
C: -1.3722 -0.5885 -2.1723  -0.281
C: 0.0859 -0.8295 -2.2328  -0.200
C: 0.7356 -1.3719 -1.3319  0.261
O: 1.9931 -1.6013 -1.7882  -0.529
C: 3.1501 -2.1000 -0.8379  -0.021
C: 3.7388 -0.5130 -0.2437  -0.096
C: 3.3140 0.0363 0.7531  0.054
C: 3.8139 1.2282 1.3911  -0.227
C: 4.8834 1.6864 0.5184  -0.172
C: 5.2037 1.1756 -0.6275  -0.239
C: 4.7860 0.1253 -1.1350  -0.125
H: 4.9634 -0.4241 -1.8634  0.199
H: 5.9439 1.6803 -1.4267  0.226
H: 5.1708 2.8815 0.9205  0.227
H: 3.5692 1.8399 2.2451  0.254
Cl: 2.0514 -0.5889 2.0883  -0.199
H: 3.8862 -2.3214 -1.5030  0.206
H: 2.8541 -2.4772 0.1132  0.244
H: 0.5815 -0.5226 -3.0565  0.226
H: -1.8378 0.1129 -2.8433  0.228
C: -3.5556 -1.1702 -0.7330  -0.291
N: -3.8360 -1.0661 0.6252  -0.602
H: -4.6775 -1.4802 0.6837  0.375
C: -4.0918 0.2865 0.9400  -0.235
H: -4.7088 0.3006 1.9396  0.238
H: -4.5364 0.8641 0.3054  0.186
C: -2.7809 0.8332 1.6053  -0.170
N: -1.7371 1.4906 0.5850  -0.471
C: -2.1892 2.4831 -0.3933  -0.257
H: -3.1592 2.2865 -0.4608  0.261
H: -2.3777 3.3455 0.4979  0.183
C: -1.2678 2.9975 -1.1576  -0.025
O: 0.1577 3.0489 -0.4691  -0.470
C: 0.4032 2.0582 0.2841  0.002
H: 1.3987 2.2163 0.5261  0.238
C: -0.4924 1.4132 1.1611  -0.253
H: -0.1744 0.7160 1.5531  0.222
H: -0.3920 2.2921 1.8564  0.203
H: 0.7887 1.0480 -0.6173  0.044
H: -1.3145 3.6471 -1.7131  0.188
H: -1.0144 2.1652 -2.1059  0.168
H: -1.8259 0.5314 -0.0591  0.548
H: -2.2473 0.1862 2.1745  0.229
H: -2.9330 1.8214 2.1631  0.211
H: -3.7004 -2.0021 -1.3452  0.251
H: -3.8159 -0.3949 -1.3566  0.167
H: -1.6616 -2.5569 0.7877  0.188